# 1
{
  "formula": "C8H14O",
  "method": "ωB97M-V with the def2-TZVPD basis set",
  "lumo_ev": 0.774,
  "homo_lumo_gap_ev": 9.0411,
  "largest_force_ha_per_bohr": 0.092,
  "molar_mass_g_mol": 126.199,
  "multiplicity": 1,
  "species": ["C", "C", "C", "C", "C", "C", "C", "C", "O", "H", "H", "H", "H", "H", "H", "H", "H", "H", "H", "H", "H", "H", "H"],
  "xyz": [[1.874098, 1.364510, -0.080354], [0.374197, 1.520061, 0.218801], [-0.197312, -0.539256, -1.100387], [2.508498, 0.253020, 0.758058], [-0.602104, 0.332324, 0.009681], [-0.244016, -1.030582, 0.349714], [-2.171695, 0.715512, 0.154030], [-1.164400, -2.195084, 0.564838], [3.079125, -0.588448, 0.048392], [2.110169, 1.140488, -1.144824], [2.521465, 2.290877, 0.225353], [0.435409, 1.885961, 1.226066], [0.035049, 2.411064, -0.350935], [-0.874033, -1.071009, -1.762773], [0.677582, -0.252502, -1.768840], [0.759258, -0.955664, 1.009386], [-2.566669, 1.555602, -0.408778], [-2.547644, 1.102150, 1.079018], [-2.866046, -0.041796, -0.019178], [-1.626862, -2.563066, -0.356410], [-1.933874, -1.751776, 1.312760], [-0.603094, -3.015728, 1.065057], [3.022890, -0.566664, -1.028676]],
  "atomic_forces_ev_per_a": [[1.360, -0.171, 0.278], [0.176, 0.996, -0.023], [1.560, -0.471, -1.914], [-1.463, 2.487, 0.330], [-3.747, 2.880, -0.292], [4.537, -0.320, 0.533], [1.735, 1.505, -0.092], [-0.831, 0.859, 2.433], [1.815, -2.842, -3.226], [-0.163, 0.274, 0.149], [-1.534, -1.304, -0.508], [-0.760, -0.115, 0.921], [-0.148, -0.699, 0.060], [-0.487, 0.271, 0.406], [-0.707, -0.401, 1.460], [-2.227, -0.941, -1.538], [0.737, 0.152, -1.164], [0.814, -0.102, 1.601], [-0.600, -1.888, -0.718], [-0.050, 0.187, 0.368], [0.706, -1.469, -1.171], [-0.565, 0.495, -0.374], [-0.159, 0.615, 2.480]],
  "nbo_charge": [-0.54, -0.39, -0.44, 0.31, -0.05, -0.23, -0.63, -0.61, -0.62, 0.16, 0.25, 0.22, 0.22, 0.22, 0.20, 0.23, 0.21, 0.21, 0.21, 0.21, 0.21, 0.23, 0.42]
}


# 2
{
  "formula": "C4H12NO3",
  "method": "ωB97M-V with the def2-TZVPD basis set",
  "lumo_ev": -3.121,
  "homo_lumo_gap_ev": 11.8150,
  "largest_force_ha_per_bohr": 0.034,
  "molar_mass_g_mol": 122.144,
  "multiplicity": 1,
  "charge": 1,
  "species": ["O", "C", "C", "N", "C", "C", "O", "H", "H", "H", "H", "H", "H", "H", "H", "H", "H", "H", "H", "O"],
  "xyz": [[-0.875536, -1.341367, -2.077381], [0.429046, -1.125895, -1.995291], [0.725144, -0.524747, -0.613114], [-0.385143, 0.422950, -0.152132], [-0.034700, 1.024690, 1.211175], [0.994890, 2.140250, 1.122268], [1.278783, -1.420556, -2.778143], [-1.116664, -1.613708, -2.983577], [1.602819, 0.065532, -0.780854], [0.715662, -1.304424, 0.159139], [-1.241451, -0.131915, -0.136258], [-0.485098, 1.137575, -0.874925], [-0.995175, 1.463630, 1.604933], [0.197296, 0.152544, 1.815076], [0.503252, 3.112451, 1.230135], [1.848772, 2.158639, 1.793813], [1.408355, 2.206705, 0.117217], [-1.481533, -2.044496, 1.883680], [-1.694839, -2.587403, 0.497866], [-1.393885, -1.790458, 0.956375]],
  "atomic_forces_ev_per_a": [[-1.063, -0.038, -0.960], [0.826, -0.286, 1.082], [-1.089, 0.325, -0.388], [1.344, 0.001, -0.495], [-1.706, 0.334, 0.214], [-0.044, 0.839, -0.786], [-0.447, 0.261, 0.020], [0.081, -0.145, 0.219], [0.744, 0.038, 0.656], [0.653, 0.227, -0.401], [-0.128, -0.014, 0.428], [-0.137, 0.201, 0.260], [0.891, -0.671, -0.395], [0.297, 0.169, 0.131], [-0.031, -0.211, 0.193], [-0.208, -0.583, 0.238], [0.237, -0.215, -0.148], [-0.019, 0.198, 0.070], [0.011, 0.159, -0.154], [-0.216, -0.589, 0.215]],
  "nbo_charge": [-0.70, 0.76, -0.34, -0.51, -0.22, -0.66, -0.51, 0.53, 0.25, 0.27, 0.48, 0.43, 0.24, 0.23, 0.24, 0.26, 0.22, 0.50, 0.50, -0.99]
}


# 3
{
  "formula": "CH5N3S",
  "method": "ωB97M-V with the def2-TZVPD basis set",
  "lumo_ev": 0.867,
  "homo_lumo_gap_ev": 8.8739,
  "smiles": "N/N=C/NS",
  "largest_force_ha_per_bohr": 0.038,
  "molar_mass_g_mol": 91.139,
  "multiplicity": 1,
  "species": ["N", "N", "C", "N", "S", "H", "H", "H", "H", "H"],
  "xyz": [[0.772442, 0.438660, -1.848997], [-0.075611, 0.532974, -0.781565], [-0.037195, -0.450622, 0.009062], [-0.682001, -0.525916, 1.238105], [-1.348508, 0.846259, 2.018782], [1.054655, -0.534404, -2.096776], [0.440131, 0.941154, -2.623476], [0.607901, -1.314472, -0.226329], [-0.474918, -1.355299, 1.764986], [-0.256896, 1.421666, 2.546209]],
  "atomic_forces_ev_per_a": [[1.409, -1.379, 0.057], [-0.418, -0.181, 0.746], [0.437, 0.010, -0.024], [-0.200, 0.722, -0.020], [-0.134, -0.853, -0.320], [-0.398, 0.998, 0.116], [-0.561, 0.562, -0.993], [-0.323, 0.022, 0.231], [-0.105, 0.166, 0.272], [0.293, -0.067, -0.066]],
  "nbo_charge": [-0.65, -0.28, 0.19, -0.77, 0.20, 0.32, 0.36, 0.14, 0.40, 0.09]
}


# 4
{
  "formula": "C2H3IrO2",
  "method": "ωB97M-V with the def2-TZVPD basis set",
  "lumo_ev": [-12.745, -13.951],
  "homo_lumo_gap_ev": [8.4999, 8.5070],
  "largest_force_ha_per_bohr": 0.077,
  "molar_mass_g_mol": 251.261,
  "multiplicity": 5,
  "charge": 2,
  "species": ["H", "C", "O", "Ir", "O", "C", "H", "H"],
  "xyz": [[0.981907, 0.790517, -1.260123], [-0.064332, 0.714165, -0.897164], [-0.990018, 1.494381, -1.155279], [-2.199894, 0.553663, 0.336998], [-0.239180, -0.092846, 0.106038], [0.976328, -0.929243, 0.593826], [1.025983, -0.601208, 1.647190], [0.509205, -1.929429, 0.628515]],
  "atomic_forces_ev_per_a": [[-0.686, -0.050, -0.617], [2.223, 2.384, -1.021], [-0.126, -1.042, 0.262], [-2.185, 0.588, 0.300], [1.195, -1.279, 0.266], [-2.896, -1.004, 2.534], [1.321, 0.513, -0.639], [1.154, -0.110, -1.085]],
  "nbo_charge": [0.26, 0.69, -0.52, 1.60, -0.62, 0.17, 0.21, 0.21]
}


# 5
{
  "formula": "C21H15Cl2NO3SScSe3Te",
  "method": "ωB97M-V with the def2-TZVPD basis set",
  "lumo_ev": 2.316,
  "homo_lumo_gap_ev": 6.6218,
  "largest_force_ha_per_bohr": 0.024,
  "molar_mass_g_mol": 841.764,
  "multiplicity": 1,
  "charge": -1,
  "species": ["Sc", "Se", "Se", "Te", "Se", "Cl", "C", "Cl", "H", "H", "S", "C", "C", "C", "C", "C", "C", "N", "C", "C", "C", "C", "C", "C", "C", "H", "H", "H", "H", "H", "H", "H", "H", "O", "C", "C", "C", "C", "C", "C", "C", "O", "O", "H", "H", "H", "H", "H"],
  "xyz": [[-0.106028, 0.085999, -0.016533], [1.653925, 0.449444, 2.027215], [2.764216, -1.269588, 0.937224], [3.416959, -0.392463, -1.322553], [1.184553, 0.104166, -2.400083], [-2.252995, 1.387098, -2.735602], [-2.278086, -0.280519, -3.325198], [-1.950306, -1.456291, -2.030456], [-1.485872, -0.371354, -4.059788], [-3.256397, -0.489624, -3.739178], [-0.738495, 4.516295, 1.699284], [0.865344, 4.597090, 1.039425], [1.831645, 5.578088, 1.219720], [3.060961, 5.398109, 0.613352], [3.309345, 4.268477, -0.169987], [2.340306, 3.305117, -0.363023], [1.104230, 3.457774, 0.257761], [0.047571, 2.568605, 0.201925], [-0.971706, 2.975803, 0.896174], [-2.195586, 2.197157, 1.028081], [-3.368616, 2.803380, 1.485358], [-4.536168, 2.070569, 1.557571], [-4.507577, 0.729447, 1.194928], [-3.326031, 0.139949, 0.770557], [-2.115943, 0.836969, 0.652626], [1.622530, 6.448943, 1.827616], [3.836760, 6.141831, 0.745166], [4.278132, 4.134222, -0.633511], [2.530463, 2.439507, -0.983164], [-3.356761, 3.851526, 1.765868], [-5.456528, 2.531489, 1.894154], [-5.414328, 0.137551, 1.252607], [-3.352575, -0.916993, 0.524220], [0.606638, -5.447302, 1.969080], [1.045731, -5.143241, 0.736062], [1.966424, -5.993024, 0.123167], [2.430910, -5.711509, -1.147092], [1.975194, -4.594557, -1.841165], [1.069355, -3.745152, -1.234485], [0.612921, -3.994780, 0.057296], [-0.224447, -2.993197, 0.785745], [-0.856157, -3.322552, 1.790556], [-0.264069, -1.805200, 0.278425], [-0.042540, -4.743746, 2.208291], [2.298694, -6.867997, 0.667434], [3.154602, -6.372259, -1.609791], [2.340470, -4.374781, -2.835544], [0.709330, -2.868474, -1.759733]],
  "atomic_forces_ev_per_a": [[0.857, 0.852, 0.305], [-0.272, 0.178, -0.098], [0.362, -0.302, -0.055], [0.045, 0.062, -0.083], [0.136, 0.071, 0.017], [-0.076, -0.024, 0.010], [0.159, -0.078, 0.078], [-0.320, 0.217, -0.323], [-0.010, -0.080, 0.005], [-0.003, 0.003, -0.001], [0.024, -0.143, -0.100], [-0.113, -0.163, -0.073], [0.021, 0.037, 0.023], [-0.020, 0.072, 0.031], [-0.054, -0.043, -0.053], [0.050, -0.097, -0.129], [0.162, 0.358, 0.102], [-0.376, -0.419, 0.025], [0.313, 0.408, -0.012], [-0.212, -0.388, -0.056], [0.196, 0.062, -0.040], [-0.031, -0.026, 0.024], [-0.051, 0.011, 0.045], [0.175, -0.232, -0.030], [-0.466, 0.415, 0.136], [0.051, 0.010, -0.006], [-0.006, -0.003, 0.015], [0.003, 0.037, 0.000], [-0.037, -0.041, 0.064], [-0.085, 0.008, -0.006], [0.011, 0.010, 0.002], [0.005, 0.000, 0.005], [0.025, 0.004, -0.009], [0.140, -0.131, 0.059], [-0.081, -0.016, -0.109], [-0.023, -0.082, 0.055], [-0.023, 0.004, -0.033], [-0.041, -0.008, -0.063], [0.036, -0.011, -0.024], [0.137, 0.283, 0.184], [-0.328, -0.207, -0.284], [0.175, 0.091, 0.128], [-0.467, -0.834, 0.194], [-0.111, 0.056, -0.027], [0.021, 0.018, 0.003], [0.002, -0.014, 0.022], [-0.009, -0.015, -0.005], [0.114, 0.094, 0.088]],
  "nbo_charge": [1.44, -0.49, -0.14, 0.21, -0.74, 0.03, -0.39, 0.06, 0.23, 0.22, 0.37, -0.25, -0.21, -0.22, -0.22, -0.20, 0.20, -0.53, 0.15, -0.16, -0.19, -0.24, -0.23, -0.15, -0.48, 0.21, 0.21, 0.21, 0.25, 0.20, 0.20, 0.20, 0.20, -0.70, 0.43, -0.32, -0.18, -0.27, -0.13, -0.28, 0.82, -0.65, -0.88, 0.51, 0.21, 0.20, 0.21, 0.24]
}


# 6
{
  "formula": "C4H8O2",
  "method": "ωB97M-V with the def2-TZVPD basis set",
  "lumo_ev": [-1.145, -1.145],
  "homo_lumo_gap_ev": [7.7932, 7.7939],
  "largest_force_ha_per_bohr": 0.010,
  "molar_mass_g_mol": 88.106,
  "multiplicity": 1,
  "species": ["C", "C", "C", "O", "C", "O", "H", "H", "H", "H", "H", "H", "H", "H"],
  "xyz": [[0.689585, -0.912155, -1.478940], [0.128512, 0.337658, -0.527894], [0.814538, -0.291894, 0.571957], [-1.167529, 0.369805, -0.447137], [-1.442460, 1.010998, 1.459203], [-1.681565, 2.185120, 1.549120], [1.773217, -1.013624, -1.567308], [0.213251, -1.856405, -1.212668], [0.285543, -0.579328, -2.437202], [0.659194, 1.221113, -0.929886], [0.348298, -1.168480, 1.016326], [-0.327367, 0.631312, 1.571550], [1.875770, -0.138743, 0.766318], [-2.168987, 0.204622, 1.666561]],
  "atomic_forces_ev_per_a": [[0.121, -0.256, -0.203], [0.165, 0.064, 0.212], [-0.063, -0.081, -0.163], [0.018, 0.043, -0.003], [-0.070, 0.239, 0.176], [0.133, -0.483, -0.103], [-0.158, 0.039, 0.035], [0.064, 0.147, 0.001], [0.047, 0.013, 0.152], [-0.106, -0.097, 0.036], [0.025, 0.151, -0.032], [-0.072, 0.093, -0.023], [-0.156, 0.016, -0.040], [0.051, 0.111, -0.045]],
  "nbo_charge": [-0.58, 0.08, -0.15, -0.69, 0.36, -0.55, 0.22, 0.23, 0.26, 0.17, 0.22, 0.08, 0.22, 0.13]
}